1.
Computed, not measured: a structure of composition C17H21N3S7W in a non-equilibrium geometry, with wB97M-V/def2-TZVPD.

Structure (ORCA input):
```
! wB97M-V def2-TZVPD RIJCOSX def2/J DEFGRID3
* xyz 4 1
W 0.520 0.501 0.167
C -3.854 1.362 0.456
C -4.343 1.048 -0.808
C -3.440 0.737 -1.810
C -2.074 0.721 -1.519
N -1.613 0.919 -0.266
C -2.493 1.268 0.685
C -1.042 0.502 -2.528
C -1.289 0.642 -3.894
C -0.265 0.431 -4.801
C 0.980 0.047 -4.310
C 1.164 -0.045 -2.941
N 0.189 0.203 -2.047
H -4.521 1.674 1.246
H -5.403 1.062 -1.014
H -3.793 0.506 -2.804
H -2.082 1.474 1.669
H -2.266 0.944 -4.240
H -0.440 0.559 -5.859
H 1.797 -0.150 -4.986
H 2.133 -0.331 -2.546
C -0.282 -1.335 3.312
C 0.654 -0.214 3.705
S 1.854 0.307 2.419
C 2.994 -1.116 2.192
C 2.465 -2.324 1.442
S 1.659 -1.912 -0.171
C 0.182 -2.994 -0.220
C -0.772 -2.863 0.951
S -0.944 -1.152 1.598
H -1.157 -1.331 3.973
H 0.195 -2.310 3.404
H 1.230 -0.500 4.589
H 0.107 0.700 3.952
H 3.328 -1.431 3.184
H 3.852 -0.673 1.681
H 1.758 -2.903 2.032
H 3.312 -2.976 1.202
H 0.533 -4.026 -0.312
H -0.295 -2.719 -1.163
H -0.501 -3.516 1.780
H -1.779 -3.142 0.631
S 0.143 2.921 0.642
S -0.072 6.923 1.098
S 1.622 6.142 1.275
S 1.816 3.936 1.111
N 3.457 1.501 -0.725
C 2.404 1.116 -0.435
H 4.374 1.815 -0.996
*
```

## Properties
ΔE to the lowest compared entry with this formula, charge and spin (kcal per mole): 0.0


2.
Computed, not measured: a structure of composition C22H25B3F25N3O8 in a non-equilibrium geometry, with wB97M-V/def2-TZVPD.

Structure (ORCA input):
```
! wB97M-V def2-TZVPD RIJCOSX def2/J DEFGRID3
* xyz 0 1
C 4.874 3.364 -0.219
C 5.126 3.217 -1.674
N 5.692 2.157 -2.070
C 4.736 4.334 -2.598
B 3.186 4.519 -2.775
O 2.290 3.474 -2.815
B 0.972 3.761 -2.472
C -0.033 2.602 -2.194
C 0.041 2.034 -0.753
N 1.204 2.390 0.034
O 0.539 5.080 -2.348
B 1.599 5.906 -2.097
C 1.693 6.877 -0.821
O 2.778 7.060 -0.313
N 0.510 7.501 -0.302
C -0.267 6.567 0.446
O -0.054 6.252 1.598
F -1.257 6.062 -0.246
O 2.691 5.816 -2.910
H 4.011 2.801 0.094
H 5.721 2.961 0.303
H 4.757 4.395 0.085
H 5.819 2.181 -3.076
H 5.227 4.251 -3.555
H 5.078 5.264 -2.161
H 0.076 1.817 -2.916
H -1.030 2.999 -2.343
H 0.024 0.958 -0.812
H -0.854 2.312 -0.222
H 2.068 2.137 -0.413
H 1.206 3.344 0.358
H 0.780 8.258 0.312
C -1.855 -0.889 -6.507
C -3.027 -0.950 -7.507
C -3.497 0.353 -8.160
F -3.979 1.227 -7.258
F -4.497 0.069 -9.027
F -4.072 -1.592 -6.945
F -2.591 -1.725 -8.541
O -2.141 -0.926 -5.114
C -2.375 0.202 -4.360
C -3.771 0.201 -3.736
F -4.728 0.158 -4.684
F -3.942 1.345 -3.027
F -2.122 1.331 -5.050
F -1.501 0.170 -3.329
H -1.318 -1.821 -6.671
H -1.151 -0.096 -6.755
H -2.681 0.822 -8.717
H -3.893 -0.652 -3.074
C -3.246 -2.729 0.751
C -2.488 -3.542 1.819
C -1.079 -3.089 2.213
F -0.215 -3.157 1.184
F -0.617 -3.914 3.185
F -2.478 -4.847 1.474
F -3.225 -3.436 2.958
O -3.295 -3.228 -0.583
C -2.346 -2.931 -1.532
C -1.629 -4.180 -2.051
F -0.998 -4.818 -1.051
F -0.709 -3.806 -2.967
F -1.492 -1.985 -1.110
F -3.010 -2.400 -2.594
H -4.286 -2.777 1.069
H -2.978 -1.673 0.780
H -1.092 -2.069 2.605
H -2.347 -4.862 -2.511
C 1.781 -5.187 7.936
C 0.244 -5.301 7.888
C -0.493 -4.686 6.696
F -0.331 -3.351 6.632
F -1.819 -4.927 6.826
F -0.279 -4.845 9.046
F -0.029 -6.635 7.826
O 2.371 -4.196 8.768
C 2.648 -2.917 8.338
C 1.883 -1.867 9.148
F 0.554 -2.045 9.037
F 2.187 -0.639 8.673
F 2.464 -2.768 7.015
F 3.960 -2.701 8.576
H 2.101 -6.119 8.399
H 2.218 -5.190 6.938
H -0.155 -5.133 5.756
H 2.162 -1.929 10.202
*
```


3.
Computed, not measured: a cluster of 7 separate species, C20H43FO8S in total, with wB97M-V/def2-TZVPD.

Structure (ORCA input):
```
! wB97M-V def2-TZVPD RIJCOSX def2/J DEFGRID3
* xyz 0 1
C -3.645 2.199 0.789
C -2.166 2.556 0.843
F -1.953 3.352 1.995
C -1.261 1.358 0.996
C -0.125 1.406 1.690
C 0.667 0.154 1.839
O 1.870 0.125 1.806
C -0.175 -1.081 1.970
S 0.366 -2.381 3.051
C -1.300 -1.142 1.261
C -1.633 0.033 0.397
O -2.102 -0.104 -0.707
H -3.848 1.213 1.207
H -4.006 2.232 -0.237
H -4.179 2.929 1.394
H -1.882 3.186 0.004
H 0.228 2.313 2.159
H -0.429 -2.121 4.094
H -1.963 -1.995 1.285
C -3.643 3.216 -4.075
C -2.269 3.212 -3.434
O -2.241 2.410 -2.252
H -4.395 3.582 -3.377
H -3.658 3.846 -4.965
H -3.935 2.202 -4.356
H -1.982 4.217 -3.135
H -1.520 2.841 -4.142
H -2.485 1.509 -2.490
C 4.388 -4.805 0.994
C 3.566 -3.767 0.255
O 2.166 -3.900 0.497
H 4.069 -5.810 0.712
H 5.447 -4.697 0.779
H 4.250 -4.709 2.074
H 3.696 -3.878 -0.821
H 3.887 -2.757 0.534
H 2.017 -3.789 1.441
C -1.449 7.905 -2.857
C -2.731 7.720 -3.647
O -3.225 6.386 -3.556
H -0.684 7.213 -3.208
H -1.071 8.924 -2.954
H -1.616 7.701 -1.796
H -2.558 7.907 -4.706
H -3.498 8.421 -3.300
H -3.401 6.200 -2.629
C 9.641 -5.486 2.537
C 8.784 -4.459 1.820
O 7.398 -4.621 2.112
H 9.331 -6.495 2.263
H 10.695 -5.362 2.286
H 9.533 -5.390 3.620
H 8.880 -4.567 0.741
H 9.099 -3.445 2.089
H 7.283 -4.516 3.062
C 3.784 -5.110 5.844
C 2.983 -4.085 5.062
O 1.582 -4.223 5.282
H 3.475 -6.119 5.573
H 4.852 -5.006 5.647
H 3.621 -4.990 6.918
H 3.135 -4.217 3.993
H 3.298 -3.069 5.325
H 1.416 -4.094 6.221
C -8.340 1.983 -4.928
C -7.057 1.175 -4.866
O -6.384 1.336 -3.620
H -8.129 3.041 -4.766
H -8.831 1.867 -5.895
H -9.036 1.662 -4.149
H -6.359 1.508 -5.632
H -7.266 0.113 -5.036
H -6.974 1.035 -2.923
*
```


4.
Computed, not measured: a cluster of 9 separate species, C44H74F9N7O2P in total in a non-equilibrium geometry, with wB97M-V/def2-TZVPD.

Structure (ORCA input):
```
! wB97M-V def2-TZVPD RIJCOSX def2/J DEFGRID3
* xyz 1 1
C -2.669 -4.931 3.239
C -2.379 -3.964 4.412
C -1.456 -2.861 3.937
N -1.169 -1.786 4.952
C -0.377 -0.739 4.125
C -0.145 0.549 4.931
C -1.508 1.115 5.309
C -2.337 0.143 6.125
C -2.493 -1.160 5.356
C -0.396 -2.309 6.127
H -1.741 -5.114 2.695
H -3.406 -4.459 2.589
H -3.103 -5.870 3.573
H -2.068 -4.503 5.312
H -3.350 -3.597 4.760
H -1.856 -2.388 3.039
H -0.536 -3.360 3.622
H -1.074 -0.512 3.322
H 0.469 -1.295 3.731
H 0.482 1.191 4.317
H 0.396 0.306 5.850
H -2.052 1.405 4.406
H -1.249 2.030 5.847
H -3.327 0.554 6.316
H -1.858 -0.056 7.087
H -3.133 -1.041 4.482
H -2.935 -1.876 6.050
H -0.996 -3.116 6.526
H -0.064 -1.498 6.762
H 0.513 -2.705 5.670
C 6.351 -4.330 0.011
C 7.157 -3.030 0.098
C 6.655 -1.920 -0.829
C 5.326 -1.299 -0.408
N 4.490 -0.773 -1.511
C 3.180 -0.157 -1.037
C 2.207 -0.428 -2.160
C 2.512 -1.861 -2.535
C 4.012 -1.930 -2.438
C 5.309 0.190 -2.368
C 5.877 1.339 -1.572
C 6.947 2.091 -2.364
H 6.767 -5.168 0.561
H 6.266 -4.635 -1.036
H 5.324 -4.163 0.351
H 8.177 -3.323 -0.159
H 7.235 -2.648 1.120
H 6.642 -2.365 -1.830
H 7.403 -1.130 -0.941
H 5.491 -0.530 0.344
H 4.807 -2.100 0.125
H 3.289 0.908 -0.838
H 2.920 -0.652 -0.100
H 2.495 0.229 -2.987
H 1.207 -0.131 -1.854
H 2.243 -1.947 -3.590
H 1.971 -2.630 -1.991
H 4.445 -1.817 -3.429
H 4.363 -2.864 -2.003
H 4.629 0.593 -3.116
H 6.051 -0.469 -2.811
H 6.338 1.152 -0.597
H 5.073 2.014 -1.270
H 6.799 2.053 -3.446
H 7.933 1.700 -2.113
H 6.967 3.154 -2.130
P -0.190 1.288 0.720
F 0.779 0.265 1.608
F -1.273 1.303 1.916
F 0.673 2.486 1.386
F -0.983 2.362 -0.163
F 0.917 1.231 -0.481
F -0.976 0.017 0.118
N -3.628 -0.518 1.568
C -3.721 -1.721 0.920
C -4.887 -2.315 1.317
C -5.435 -1.562 2.394
C -4.656 -0.437 2.491
H -2.960 0.201 1.340
H -3.010 -1.910 0.131
H -5.269 -3.239 0.908
H -6.393 -1.796 2.823
H -4.770 0.456 3.085
N -6.342 4.455 1.281
C -5.022 4.208 1.551
C -4.715 2.919 1.188
C -5.863 2.449 0.452
C -6.851 3.395 0.603
H -6.752 5.356 1.436
H -4.441 4.956 2.066
H -3.833 2.324 1.345
H -5.964 1.469 0.014
H -7.871 3.400 0.253
N 0.057 -3.068 0.805
C -0.091 -2.041 -0.086
C -0.573 -2.588 -1.265
C -0.689 -3.989 -1.064
C -0.229 -4.263 0.197
H 0.336 -2.960 1.760
H 0.139 -1.033 0.224
H -0.816 -2.009 -2.142
H -0.949 -4.707 -1.824
H -0.078 -5.167 0.763
N 2.158 3.203 -2.028
C 2.421 3.170 -3.372
C 3.667 3.704 -3.594
C 4.142 4.151 -2.338
C 3.248 3.731 -1.388
H 1.372 2.769 -1.569
H 1.797 2.648 -4.080
H 4.222 3.788 -4.513
H 5.076 4.664 -2.176
H 3.360 3.787 -0.317
N -4.491 4.300 -1.614
C -3.392 3.547 -1.869
C -2.656 4.274 -2.768
C -3.342 5.472 -3.089
C -4.520 5.438 -2.360
H -5.230 4.017 -0.978
H -3.251 2.575 -1.434
H -1.660 4.021 -3.103
H -2.968 6.259 -3.721
H -5.333 6.142 -2.348
C -1.380 -0.200 -3.550
C -1.368 1.190 -4.157
O -2.272 1.280 -5.260
C -1.896 0.769 -6.414
O -0.820 0.292 -6.633
C -3.059 0.711 -7.431
F -3.831 1.808 -7.305
F -2.633 0.706 -8.682
F -3.779 -0.371 -7.165
H -2.394 -0.597 -3.465
H -1.033 -0.231 -2.513
H -0.777 -0.929 -4.094
H -0.381 1.499 -4.502
H -1.711 1.918 -3.429
*
```


Number 1: energy -3677.58228 Ha. Number 2: energy -4191.00968 Ha. Number 3: energy -1887.70053 Ha. Number 4: energy -3494.82949 Ha.